{"formula": "C59H54B2Br2NO36", "method": "wB97M-V/def2-TZVPD", "total_charge": 1, "homo_energy_ev": -10.802, "energy_ev": -278688.414, "gap_ev": 6.77, "fmax_ev_per_a": 2.9, "symbols": ["Br", "Br", "O", "O", "O", "O", "O", "O", "O", "O", "O", "O", "O", "O", "O", "O", "O", "O", "O", "O", "O", "O", "O", "O", "O", "O", "O", "O", "O", "O", "O", "O", "O", "O", "O", "O", "O", "O", "N", "C", "C", "C", "C", "C", "C", "C", "C", "C", "C", "C", "C", "C", "C", "C", "C", "C", "C", "C", "C", "C", "C", "C", "C", "C", "C", "C", "C", "C", "C", "C", "C", "C", "C", "C", "C", "C", "C", "C", "C", "C", "C", "C", "C", "C", "C", "C", "C", "C", "C", "C", "C", "C", "C", "C", "C", "C", "C", "C", "B", "B", "H", "H", "H", "H", "H", "H", "H", "H", "H", "H", "H", "H", "H", "H", "H", "H", "H", "H", "H", "H", "H", "H", "H", "H", "H", "H", "H", "H", "H", "H", "H", "H", "H", "H", "H", "H", "H", "H", "H", "H", "H", "H", "H", "H", "H", "H", "H", "H", "H", "H", "H", "H", "H", "H"], "xyz": [[-4.55175, 0.38340, 5.49180], [-1.74756, -1.53205, 4.89446], [5.42650, 5.93306, -3.52862], [6.50246, -4.44905, -0.07774], [0.92543, 6.54415, -3.72535], [8.49753, -5.80266, -1.29106], [-1.48622, -0.52316, -10.67653], [2.43706, -1.22552, 0.81107], [0.89568, -1.08160, -9.54288], [5.53928, 10.87503, -5.40463], [0.95466, 2.91523, -4.41929], [1.04448, -0.70509, -1.43326], [-3.98085, -2.51394, 8.05431], [-2.56222, 9.68058, -3.65791], [-3.75161, -0.69431, -6.57220], [-1.35594, -1.16676, -5.43019], [7.81295, 6.92031, -4.30981], [0.00842, -3.08429, -1.16875], [-0.83110, 4.78089, -2.68940], [-1.40712, -7.76237, 0.86703], [11.37006, -3.96470, 1.92990], [1.11109, -3.82947, 1.23285], [-0.30999, -2.76048, 12.18491], [-4.29404, 7.94043, -2.54468], [-1.72370, 2.77432, -4.72651], [-2.41588, -7.07108, -1.53368], [-2.39093, -4.46797, 12.01468], [-1.85799, -0.86824, 8.18218], [-5.14420, 0.74998, -1.28898], [3.09163, 1.30764, 0.16420], [9.36431, -2.68183, 3.19270], [-1.63228, -0.88911, -1.81128], [6.32703, -1.29595, 3.43628], [3.16962, 9.91882, -4.54409], [-6.34428, -2.34611, 2.63508], [-6.38997, -3.36494, 0.46023], [6.93490, 1.26517, 2.85306], [-4.83358, 1.42824, 1.48274], [-2.93143, -0.97137, 1.89449], [-0.30859, -4.17473, -0.71602], [-0.20185, -0.98440, -8.77583], [0.24399, -4.63993, 0.59674], [-1.96197, -1.67484, 9.08871], [5.55882, -0.71462, 2.69569], [-1.48669, -0.68295, -9.47342], [-1.09646, 1.90143, -3.92638], [-1.05997, 0.00775, -2.41247], [4.26829, 9.14248, -4.47785], [3.84498, 0.73806, 0.93149], [-5.11091, 0.06444, 1.84721], [6.76094, 8.93238, -4.87899], [-4.31083, -2.84150, -2.01761], [-0.33925, 6.93233, -3.46798], [-3.04024, 7.54730, -2.82468], [-2.70408, -0.59718, -8.66472], [-1.04790, -6.69277, 0.42021], [-2.64784, -0.76523, -7.34238], [-1.35939, -1.03977, -6.64263], [0.38407, 2.04396, -3.79650], [-1.25236, 5.90619, -2.88673], [-5.83122, -3.54402, 3.27260], [-3.43321, 0.66473, 3.89559], [10.25975, -4.10668, 1.45775], [-2.62382, 6.30345, -2.57347], [0.41612, 0.16282, -2.26021], [-3.90931, -0.32538, 2.78768], [-1.57483, -6.23974, -0.90013], [-0.14706, -1.14897, -7.45123], [-3.10912, -2.62740, 9.07891], [-0.10874, -5.81714, 1.12132], [-1.76585, 0.94618, -3.27680], [-5.39596, -1.70260, -2.02792], [10.00139, -4.93552, 0.27945], [-5.07136, -1.03966, 0.71220], [4.21778, 7.89644, -4.00268], [-1.93208, 0.36240, 4.27672], [7.86460, -3.52556, 1.60516], [-1.42443, 1.25521, 5.46637], [5.03386, 1.37738, 1.49414], [-1.16622, -2.66860, 11.15505], [4.35590, -1.34727, 2.15094], [3.55329, -0.67058, 1.32826], [9.10118, -3.41712, 2.09768], [-3.53715, -1.36738, 0.82043], [5.42835, 7.07786, -3.94062], [-3.26380, -3.54585, 10.03385], [-0.75476, 8.17485, -3.72256], [-5.68871, -3.19848, 4.81610], [6.71043, 7.68710, -4.40041], [-1.01158, -1.75180, 10.19563], [1.08739, 1.11571, -2.90909], [7.61042, -4.33459, 0.41386], [5.83732, 0.70204, 2.32052], [-2.29954, -3.64009, 11.13213], [-1.22767, -5.06144, -1.42559], [8.76444, -5.04583, -0.21016], [5.54516, 9.74305, -4.96297], [-2.13439, 8.56743, -3.43075], [-5.94836, -2.28607, 1.27713], [-5.20430, -0.60887, -0.85086], [-3.27089, 5.55536, -2.13702], [-3.64314, -1.78179, 7.50689], [-6.37149, -3.85611, 5.38608], [3.47255, 10.76333, -4.92268], [-4.21944, 1.00476, -1.15261], [-2.89463, -1.86440, 0.06555], [-1.85972, 2.27449, 5.45233], [-0.31095, 1.28416, 5.43748], [2.03283, -0.53727, 0.24541], [-4.27174, -1.19296, 3.40062], [-3.28226, -2.45067, -2.18548], [-2.83865, 0.83200, -3.36483], [-6.42823, -2.12231, -1.97381], [7.01892, -3.02996, 2.05777], [2.15709, 1.23839, -2.80809], [7.50939, 6.07404, -3.93795], [-3.44112, -0.84863, -5.66404], [-1.60636, -4.72230, -2.38058], [7.68329, 9.38374, -5.21711], [3.29729, 7.45072, -3.65086], [4.15491, -2.36941, 2.44281], [-3.47562, 1.73423, 3.61906], [0.28006, -6.16485, 2.06842], [-0.10202, 8.92658, -4.14568], [0.77772, -1.36535, -6.93436], [-5.30626, -1.17820, -3.00950], [0.97301, 5.60812, -3.45773], [-6.53530, -4.39802, 3.20916], [5.22598, 2.40351, 1.21313], [-4.34071, 8.87362, -2.82013], [-0.19420, -1.04423, 10.19966], [0.34408, -1.31131, -1.08486], [-5.77657, -4.10573, 0.50970], [-5.98073, 0.13343, 2.52955], [-4.82613, -3.76558, 2.84463], [-1.66875, 0.72745, 6.41515], [-4.28511, -3.36357, -1.02634], [-0.63915, -3.49589, 12.73215], [7.54041, -5.71276, -1.43979], [-5.40271, 1.95391, 2.04883], [-4.62596, -3.29047, 5.12406], [-1.26973, 0.51616, 3.39489], [7.34002, 0.57405, 3.40734], [-4.57294, -3.62191, -2.76368], [1.22234, -3.04318, 0.66968], [-4.09012, -4.24319, 10.03627], [-1.93295, -1.12026, 2.03160], [-3.63174, -0.39560, -9.18227], [-5.99403, -2.14576, 4.99262], [10.32366, -2.76757, 3.33643], [0.59096, -0.92132, -10.45405], [-2.50434, -7.84667, -0.95018], [10.84554, -5.44404, -0.16523], [-1.02346, 3.35557, -5.07342]], "mulliken_charge": [-0.0194, -0.0571, -0.6285, -0.6313, -0.4658, -0.5668, -0.5913, -0.1867, -0.5697, -0.6073, -0.6889, -0.7128, -0.4893, -0.5885, -0.5843, -0.2937, -0.5641, -0.4297, -0.4829, -0.5919, -0.6049, -0.4555, -0.5599, -0.5743, -0.7028, -0.5858, -0.5841, -0.4706, -0.5077, -0.5334, -0.5390, -0.0024, -0.6291, -0.5232, -0.5301, -0.5666, -0.5679, -0.5392, 0.5879, 0.9156, 0.4660, 0.1757, 0.9600, 1.0019, 0.9521, 0.3665, 0.6842, 0.2929, 0.8483, -1.0989, -0.9596, -0.5351, 0.1935, 0.4095, -0.8059, 0.9559, 0.3167, 0.8534, 0.9793, 0.9583, -0.0788, -0.4984, 0.8505, -1.2081, -0.0628, 0.3843, 0.2936, -1.1505, 0.2578, -0.7832, -1.1954, -0.4323, -0.9856, 0.8113, -0.8646, -0.4840, -0.7026, -1.0720, -1.0996, 0.4010, -0.4228, -0.0994, 0.2635, -1.6002, 1.0480, -0.7774, -0.8476, -0.8574, 0.3555, -1.1690, -0.8185, 1.0343, 0.2127, 0.9588, -1.0276, 0.3249, 0.8686, 0.9323, 0.5480, 0.5484, 0.5059, 0.1545, 0.4268, 0.3506, 0.2391, 0.5176, 0.3255, 0.3500, 0.1010, -0.1339, -0.0636, 0.8565, 0.3989, 0.4016, 0.5360, 0.3479, 0.2020, 0.4897, 0.4204, 0.4564, 0.5675, 0.6660, 0.5103, 0.5431, 0.4498, 0.3197, 0.2977, 0.3976, 0.4764, 0.3528, 0.4425, 0.1769, 0.3008, 0.7564, 0.1539, 0.2626, 0.0120, 0.3517, 0.3502, 0.4452, 0.1929, 0.6468, 0.3459, 0.5078, 0.2315, 0.4509, 0.4116, 0.4428, 0.0672, 0.3493, 0.3519, 0.3578, 0.4218, 0.3583]}